(1)
Density functional theory data (ωB97M-V with the def2-TZVPD basis set) for the molecule C19H23N3O5S2 at a distorted geometry.

- relative energy (zero: lowest compared OMol25 entry of this formula, charge and spin) (eV) = 1.136
- SMILES = CCOC(=O)Cc1csc(NC(=O)c2ccc(S(=O)(=O)N3CCCCC3)cc2)n1
- DFT total energy (Ha) = -2074.70005
- max |F| (eV/Å) = 1.10

XYZ file:
```
52
C19H23N3O5S2, DFT ωB97M-V with the def2-TZVPD basis set
C -4.359 2.808 6.004
C -5.555 3.594 5.486
H -5.369 4.669 5.572
H -6.467 3.328 6.023
O -5.824 3.279 4.117
C -5.098 3.911 3.192
O -4.297 4.773 3.427
C -5.410 3.359 1.812
C -4.625 2.092 1.653
C -4.880 0.908 2.274
S -3.699 -0.281 1.860
C -2.940 0.939 0.876
N -3.517 2.092 0.864
N -1.799 0.667 0.166
C -1.219 -0.570 0.184
O -1.703 -1.480 0.829
C 0.012 -0.719 -0.636
C 0.306 -1.992 -1.125
C 1.441 -2.200 -1.885
C 2.286 -1.136 -2.140
C 2.020 0.127 -1.648
C 0.879 0.341 -0.894
H 0.691 1.324 -0.487
H 2.713 0.924 -1.866
S 3.758 -1.431 -3.125
O 3.372 -2.091 -4.337
O 4.479 -0.192 -3.227
N 4.515 -2.558 -2.149
C 5.166 -1.986 -0.989
C 6.552 -1.429 -1.313
C 7.402 -2.508 -1.981
C 6.683 -3.028 -3.224
C 5.305 -3.561 -2.836
H 4.737 -3.852 -3.719
H 5.401 -4.423 -2.167
H 6.551 -2.213 -3.938
H 7.262 -3.820 -3.702
H 8.377 -2.099 -2.254
H 7.565 -3.333 -1.282
H 6.434 -0.584 -1.992
H 7.027 -1.078 -0.395
H 4.512 -1.199 -0.610
H 5.239 -2.774 -0.231
H 1.686 -3.169 -2.287
H -0.372 -2.800 -0.897
H -1.440 1.419 -0.405
H -5.688 0.680 2.938
H -5.091 4.073 1.056
H -6.478 3.156 1.739
H -3.464 3.095 5.458
H -4.524 1.741 5.873
H -4.212 3.019 7.059
```

***

(2)
Density functional theory data (ωB97M-V with the def2-TZVPD basis set) for a structure of composition C10H4ClGaNO5 at a distorted geometry.

- total charge = +3
- DFT total energy (Ha) = -3198.05613
- max |F| (eV/Å) = 12.05

XYZ file:
```
22
C10H4ClGaNO5, DFT ωB97M-V with the def2-TZVPD basis set
O -0.010 3.133 -2.854
C -0.010 2.065 -2.470
Ga -0.010 -0.659 -1.490
O -0.011 -1.777 -4.340
C -0.010 -1.319 -3.283
C -0.010 -2.386 -0.869
O -0.010 -3.475 -0.477
C -1.921 -0.672 -1.485
O -3.070 -0.742 -1.460
C 1.900 -0.672 -1.485
O 3.049 -0.742 -1.460
Cl 0.626 3.545 2.297
C 0.282 1.854 1.988
C 0.010 1.001 3.053
C -0.276 -0.328 2.799
C -0.297 -0.789 1.484
N -0.011 0.041 0.413
C 0.279 1.352 0.677
H 0.019 1.364 4.074
H -0.487 -1.008 3.617
H -0.541 -1.829 1.376
H 0.509 2.041 -0.108
```

***

(3)
Density functional theory data (ωB97M-V with the def2-TZVPD basis set) for a cluster of 2 separate species, C6H11BrO5 in total at a distorted geometry.

- relative energy (zero: lowest compared OMol25 entry of this formula, charge and spin) (eV) = 3.115
- DFT total energy (Ha) = -3185.26155
- max |F| (eV/Å) = 3.80

XYZ file:
```
23
C6H11BrO5, DFT ωB97M-V with the def2-TZVPD basis set
C -0.246 0.122 -0.881
C 0.110 1.363 0.035
C 0.715 -0.488 1.228
C -0.291 -0.944 0.177
C -0.028 -2.398 -0.066
C -0.983 2.239 0.489
O 0.805 0.807 1.181
O 0.571 -0.130 -1.983
O -1.560 -0.801 0.847
O -1.741 2.755 -0.611
O 2.493 -1.040 -0.042
Br 3.503 0.328 -0.033
H -1.301 0.281 -1.162
H 0.882 2.041 -0.500
H 0.958 -1.248 2.136
H 0.995 -2.674 -0.443
H -0.574 -2.714 -0.967
H -0.248 -2.944 0.876
H -0.547 3.126 1.053
H -1.614 1.678 1.115
H 1.335 -0.715 -1.569
H -2.184 -1.305 0.393
H -1.049 2.661 -1.273
```

***

(4)
Density functional theory data (ωB97M-V with the def2-TZVPD basis set) for a structure of composition C9H9N3O2 at a distorted geometry.

- relative energy (zero: lowest compared OMol25 entry of this formula, charge and spin) (eV) = 8.307
- DFT total energy (Ha) = -662.86398
- max |F| (eV/Å) = 10.93

XYZ file:
```
23
C9H9N3O2, DFT ωB97M-V with the def2-TZVPD basis set
C -2.187 2.126 0.207
C -2.777 0.775 -0.259
C -2.301 -0.420 0.004
C -0.353 0.751 0.946
C 2.295 0.097 -1.369
C 3.069 -0.773 -0.596
C 2.390 -1.581 0.270
C 0.968 -1.607 0.237
C 0.333 -0.665 -0.562
H -0.483 2.719 0.868
H -3.791 0.883 -0.684
H -2.885 -1.451 0.104
H -0.604 -1.316 0.711
H 2.806 0.791 -2.032
H 4.162 -0.817 -0.663
H 2.991 -2.315 0.870
H 0.427 -2.300 0.923
H -0.786 -0.549 -0.654
N -1.141 1.942 0.806
N -1.060 -0.468 0.765
N 0.979 0.115 -1.355
O -2.752 3.236 0.080
O 0.700 0.823 1.381
```

***

(5)
Density functional theory data (ωB97M-V with the def2-TZVPD basis set) for the molecule C22H24N2O4S.

- relative energy (zero: lowest compared OMol25 entry of this formula, charge and spin) (eV) = 3.321
- SMILES = C=CCOc1ccc(/C(O)=C2\C(=O)C(=O)N(CCN(C)C)[C@H]2c2cccs2)cc1
- DFT total energy (Ha) = -1661.34246
- max |F| (eV/Å) = 0.80

XYZ file:
```
53
C22H24N2O4S, DFT ωB97M-V with the def2-TZVPD basis set
C 7.626 3.603 4.683
C 6.381 3.726 4.268
C 5.775 2.912 3.166
H 5.686 3.534 2.261
O 4.488 2.496 3.588
C 3.708 1.793 2.739
C 2.438 1.454 3.218
C 1.555 0.749 2.436
C 1.920 0.346 1.150
C 3.193 0.662 0.684
C 4.079 1.388 1.459
H 5.048 1.634 1.053
H 3.489 0.379 -0.318
C 1.016 -0.433 0.301
C -0.290 -0.139 0.093
C -1.018 1.051 0.509
O -0.638 1.984 1.180
C -2.411 0.917 -0.102
O -3.343 1.682 0.009
N -2.428 -0.244 -0.798
C -3.586 -0.716 -1.508
H -4.269 0.134 -1.584
H -3.286 -1.038 -2.510
C -4.279 -1.875 -0.756
N -5.524 -2.341 -1.318
C -5.396 -2.928 -2.633
H -4.582 -3.651 -2.628
H -5.209 -2.190 -3.427
H -6.322 -3.452 -2.870
C -6.599 -1.373 -1.261
H -7.539 -1.890 -1.458
H -6.642 -0.942 -0.263
H -6.495 -0.560 -1.993
H -4.475 -1.547 0.268
H -3.598 -2.732 -0.715
C -1.177 -0.976 -0.796
C -0.634 -1.130 -2.183
C -0.626 -2.245 -2.963
C -0.072 -2.019 -4.242
C 0.326 -0.734 -4.414
S 0.037 0.230 -3.019
H 0.774 -0.284 -5.278
H 0.023 -2.781 -4.995
H -0.995 -3.200 -2.633
H -1.322 -1.982 -0.374
O 1.535 -1.513 -0.328
H 2.470 -1.611 -0.098
H 0.581 0.493 2.820
H 2.169 1.768 4.213
H 6.407 2.043 2.937
H 5.706 4.443 4.713
H 8.025 4.222 5.467
H 8.303 2.885 4.249
```

***

(6)
Density functional theory data (ωB97M-V with the def2-TZVPD basis set) for a structure of composition C24H41AlBeCl2F9IN4O10RbS at a distorted geometry.

- total charge = -1
- DFT total energy (Ha) = -4706.32781
- max |F| (eV/Å) = 5.20

XYZ file:
```
95
C24H41AlBeCl2F9IN4O10RbS, DFT ωB97M-V with the def2-TZVPD basis set
C 3.652 1.052 2.381
C 3.536 0.079 1.208
C 3.923 -1.338 1.557
I 6.099 -1.307 1.997
Al 2.967 -2.282 3.119
C 1.101 -2.758 2.558
C 0.054 -1.757 3.003
O -0.756 -1.447 1.860
C -1.860 -0.637 2.032
C -1.621 0.776 1.509
F -1.263 0.645 0.194
F -2.789 1.505 1.587
C -0.504 1.653 2.113
F 0.678 0.987 2.065
F -0.407 2.757 1.318
C -0.756 2.202 3.581
F 0.337 1.905 4.341
F -0.872 3.554 3.514
C -2.011 1.696 4.331
F -1.733 0.510 4.961
F -2.302 2.610 5.304
H 3.510 0.564 3.337
H 2.949 1.867 2.265
H 4.641 1.507 2.396
H 2.547 0.052 0.767
H 4.197 0.449 0.428
H 3.752 -1.970 0.687
H 2.992 -1.362 4.451
H 3.792 -3.662 3.462
H 0.872 -3.734 2.986
H 1.041 -2.858 1.479
H -0.581 -2.180 3.782
H 0.507 -0.840 3.374
H -2.647 -1.021 1.384
H -2.270 -0.630 3.040
H -2.888 1.596 3.702
Rb 6.540 -3.061 0.017
C 5.555 1.460 -1.675
C 6.805 1.189 -2.391
O 7.766 0.613 -2.002
N 6.837 1.689 -3.844
C 7.365 3.096 -3.924
H 5.737 1.372 -0.607
H 5.157 2.451 -1.900
H 4.784 0.728 -1.960
H 5.901 1.640 -4.257
H 7.478 1.058 -4.328
H 6.716 3.741 -3.340
H 7.364 3.406 -4.964
H 8.374 3.096 -3.526
C -2.068 -1.699 9.327
O -1.109 -2.340 9.716
N -1.979 -0.671 8.428
N -3.347 -1.959 9.766
H -2.800 -0.147 8.135
H -1.076 -0.439 8.058
H -3.462 -2.706 10.420
H -4.150 -1.448 9.452
C -3.753 3.951 -0.016
C -4.743 4.964 -0.336
N -5.518 5.771 -0.587
H -3.030 4.330 0.702
H -4.231 3.082 0.430
H -3.220 3.644 -0.917
F 1.476 -1.361 -0.001
Be -4.248 0.560 6.587
O -5.320 3.588 2.645
H -5.776 4.343 2.233
Cl -2.257 -1.515 -6.362
C -1.667 -1.627 -4.728
C -1.089 -2.794 -4.257
Cl -0.925 -4.191 -5.277
C -0.624 -2.855 -2.951
C -0.738 -1.755 -2.120
C -1.323 -0.590 -2.596
C -1.781 -0.523 -3.899
H -0.166 -3.765 -2.592
H -0.356 -1.795 -1.107
H -1.389 0.272 -1.960
H -2.227 0.386 -4.278
C -5.513 -2.282 -9.100
C -6.242 -2.647 -7.826
O -5.367 -3.326 -6.931
O -4.972 -3.439 -9.719
H -6.193 -1.812 -9.811
H -4.703 -1.576 -8.872
H -7.046 -3.349 -8.048
H -6.670 -1.757 -7.354
H -4.730 -2.685 -6.601
H -4.646 -3.992 -9.000
O 1.336 2.115 -1.424
S 1.734 1.107 -2.413
O 2.832 0.266 -1.882
O 2.239 1.758 -3.631
O 0.570 0.250 -2.673
```

***

(7)
Density functional theory data (ωB97M-V with the def2-TZVPD basis set) for a structure of composition C47H58BaFN3O3 at a distorted geometry.

- relative energy (zero: lowest compared OMol25 entry of this formula, charge and spin) (eV) = 0.829
- DFT total energy (Ha) = -2341.31097
- max |F| (eV/Å) = 1.43

XYZ file:
```
113
C47H58BaFN3O3, DFT ωB97M-V with the def2-TZVPD basis set
Ba -0.733 0.095 0.120
C -1.771 4.084 2.805
C -2.687 3.058 2.196
C -3.091 1.954 2.950
C -2.465 1.714 4.303
C -4.070 1.082 2.455
C -4.577 -0.047 3.324
C -4.599 1.283 1.175
C -5.653 0.351 0.623
C -4.138 2.349 0.392
C -4.710 2.588 -0.987
C -3.164 3.217 0.892
C -2.618 4.316 0.014
H -0.721 3.808 2.709
H -1.991 4.210 3.866
H -1.906 5.058 2.338
H -3.058 2.154 5.111
H -1.467 2.142 4.355
H -2.371 0.651 4.516
H -4.098 -1.002 3.089
H -5.651 -0.186 3.207
H -4.401 0.152 4.378
H -6.633 0.832 0.569
H -5.761 -0.549 1.221
H -5.401 0.028 -0.386
H -4.041 2.236 -1.779
H -4.873 3.651 -1.163
H -5.663 2.086 -1.126
H -2.610 4.015 -1.033
H -1.595 4.562 0.286
H -3.215 5.230 0.080
C -5.002 -0.791 -3.032
C -3.946 -1.622 -2.306
C -4.602 -2.736 -1.488
C -2.909 -2.201 -3.247
C -3.253 -2.548 -4.545
C -2.325 -3.116 -5.402
C -1.027 -3.307 -4.967
C -0.635 -2.965 -3.675
C 0.834 -3.104 -3.306
C 1.709 -2.311 -4.279
C 1.278 -4.566 -3.263
C -1.604 -2.454 -2.797
N -1.277 -2.143 -1.450
C -0.873 -3.147 -0.732
C -0.303 -3.157 0.574
C 0.150 -4.330 1.189
C 0.704 -3.952 2.404
C 0.565 -2.555 2.479
N -0.037 -2.063 1.388
C 1.043 -1.663 3.605
C 0.510 -0.239 3.457
C 0.563 -2.234 4.944
C 2.577 -1.618 3.596
H -5.619 -0.242 -2.321
H -5.677 -1.426 -3.610
H -4.550 -0.070 -3.715
H -3.420 -0.965 -1.603
H -5.113 -3.436 -2.153
H -5.337 -2.332 -0.790
H -3.859 -3.295 -0.918
H -4.261 -2.374 -4.897
H -2.610 -3.390 -6.409
H -0.294 -3.721 -5.647
H 0.986 -2.678 -2.313
H 1.660 -2.724 -5.287
H 2.754 -2.337 -3.966
H 1.387 -1.271 -4.335
H 1.142 -5.042 -4.236
H 0.708 -5.138 -2.531
H 2.334 -4.639 -2.999
H -0.933 -4.149 -1.170
H 0.076 -5.325 0.778
H 1.153 -4.596 3.143
H -0.577 -0.233 3.369
H 0.936 0.274 2.593
H 0.777 0.358 4.330
H -0.527 -2.276 4.980
H 0.910 -1.610 5.771
H 0.940 -3.245 5.101
H 2.941 -1.217 2.648
H 2.998 -2.616 3.721
H 2.947 -0.982 4.403
C 5.994 3.505 2.111
C 5.992 3.345 0.598
C 7.239 2.609 0.138
C 7.241 2.434 -1.367
C 5.998 1.713 -1.796
C 5.983 0.920 -2.919
C 4.815 0.264 -3.297
F 4.851 -0.504 -4.403
C 3.660 0.374 -2.584
C 3.650 1.176 -1.436
C 2.397 1.293 -0.682
O 1.413 0.617 -1.045
C 2.424 2.193 0.418
C 3.615 2.783 0.753
N 4.783 2.620 0.118
C 4.815 1.837 -1.036
C 1.239 2.593 1.286
O 1.455 3.312 2.255
O 0.102 2.136 0.923
H 6.965 3.897 2.411
H 5.847 2.542 2.600
H 5.240 4.198 2.476
H 5.979 4.335 0.128
H 7.283 1.634 0.632
H 8.109 3.181 0.463
H 8.121 1.883 -1.699
H 7.281 3.417 -1.849
H 6.876 0.799 -3.517
H 2.758 -0.142 -2.875
H 3.599 3.435 1.612
```

***

(8)
Density functional theory data (ωB97M-V with the def2-TZVPD basis set) for a cluster of 4 separate species, C13H26I2N4O5 in total.

- SMILES = C/C(I)=C(\I)OC(N)=O.CN(C)C=O.CN(C)C=O.CN(C)C=O
- DFT total energy (Ha) = -1701.55323
- max |F| (eV/Å) = 0.89

XYZ file:
```
50
C13H26I2N4O5, DFT ωB97M-V with the def2-TZVPD basis set
C 3.138 -1.400 0.672
C 1.828 -0.787 0.262
I 1.912 1.133 -0.523
C 0.648 -1.384 0.354
I 0.490 -3.345 1.068
O -0.554 -0.868 -0.053
C -1.378 -0.463 0.985
N -2.617 -1.035 0.850
O -1.036 0.313 1.813
H 3.905 -0.633 0.725
H 3.033 -1.828 1.673
H 3.443 -2.184 -0.021
H -2.542 -2.005 0.565
H -3.118 -0.941 1.727
C 4.432 -6.209 -0.478
O 4.450 -5.010 -0.274
N 3.431 -6.855 -1.105
C 3.445 -8.286 -1.322
C 2.304 -6.066 -1.573
H 5.249 -6.878 -0.158
H 3.408 -8.518 -2.388
H 2.592 -8.761 -0.833
H 4.359 -8.707 -0.907
H 2.642 -5.314 -2.286
H 1.847 -5.542 -0.734
H 1.574 -6.716 -2.048
C -5.596 2.764 -2.293
O -6.079 1.853 -2.941
N -4.589 2.628 -1.417
C -4.039 3.744 -0.668
C -4.016 1.308 -1.213
H -5.957 3.804 -2.375
H -2.985 3.878 -0.899
H -4.136 3.572 0.405
H -4.570 4.659 -0.924
H -3.596 0.926 -2.144
H -4.782 0.609 -0.878
H -3.236 1.377 -0.462
C -0.686 5.905 0.881
O -1.318 5.069 0.265
N 0.426 5.643 1.587
C 1.180 6.685 2.251
C 0.896 4.266 1.658
H -0.961 6.974 0.883
H 2.197 6.736 1.857
H 1.233 6.501 3.326
H 0.696 7.646 2.086
H 1.042 3.863 0.657
H 0.162 3.635 2.159
H 1.833 4.242 2.208
```